Record 1
A 9-piece molecular cluster, C24H40NO27S2 overall, computed with wB97M-V/def2-TZVPD.

Computed properties:
- frontier orbital gap (eV) = 8.845
- ΔE to the lowest compared entry with this formula, charge and spin (kcal per mole) = 20.41

Structure (ORCA input):
```
! RIJCOSX wB97M-V def2-TZVPD def2/J DEFGRID3
* xyz -1 1
S 22.67 21.50 33.62
S 30.89 16.71 40.00
O 31.22 17.19 30.45
O 32.76 14.51 36.60
O 30.98 13.90 35.38
O 28.26 23.93 31.17
O 28.07 16.17 29.42
O 26.19 17.10 33.13
O 32.99 18.39 30.10
O 23.76 20.95 34.72
O 28.31 16.76 27.24
O 22.65 20.49 32.66
O 21.52 21.84 34.35
O 31.67 17.97 39.84
O 33.10 16.07 29.97
O 24.87 13.69 37.21
O 23.29 16.87 26.98
O 25.61 15.80 37.30
O 31.69 15.52 39.89
O 29.75 16.56 38.73
O 28.45 17.01 33.09
O 26.44 22.95 31.88
O 24.82 14.93 39.12
O 24.80 18.48 27.58
O 27.26 18.62 32.23
O 32.38 15.41 34.58
O 23.95 17.18 29.22
O 29.26 14.96 28.05
O 26.73 25.13 32.40
N 27.30 17.52 32.77
C 25.56 15.50 35.81
C 30.44 14.14 34.14
C 27.08 24.01 31.88
C 32.15 14.54 35.58
C 25.09 14.87 37.94
C 30.70 18.53 30.47
C 32.51 17.17 30.12
C 25.14 14.02 35.79
C 24.03 17.38 27.89
C 23.29 23.05 32.96
C 30.03 16.95 41.46
C 29.02 17.02 36.35
C 30.00 17.31 37.61
C 25.38 19.01 28.75
C 29.38 14.25 29.23
C 28.47 16.02 28.17
C 31.42 15.16 33.53
C 32.01 19.30 30.52
C 28.40 22.75 30.58
C 24.87 18.11 29.84
C 28.51 15.10 30.09
C 27.20 21.99 31.23
C 24.79 20.00 34.29
C 25.68 19.42 35.52
H 25.83 17.53 30.19
H 24.58 18.62 30.71
H 24.36 14.17 34.96
H 25.53 20.34 33.67
H 30.28 13.32 33.55
H 29.29 22.20 30.80
H 29.33 17.94 41.57
H 30.09 18.74 29.68
H 29.38 15.95 41.44
H 26.48 15.80 35.31
H 25.99 13.40 35.26
H 26.19 18.55 35.25
H 31.77 20.21 29.82
H 28.99 15.60 30.95
H 31.02 16.91 37.17
H 25.14 18.97 36.40
H 30.71 16.69 42.32
H 27.40 21.35 32.07
H 26.50 21.68 30.32
H 22.60 23.15 32.08
H 24.76 16.21 35.42
H 27.54 14.80 30.83
H 24.23 22.89 32.81
H 29.43 17.26 35.32
H 32.04 14.59 32.74
H 29.04 13.24 29.03
H 28.61 22.99 29.66
H 28.70 16.05 36.33
H 31.12 16.13 33.20
H 24.30 19.28 33.66
H 26.25 20.11 36.03
H 28.36 17.73 36.44
H 29.33 14.57 34.36
H 26.64 18.91 28.65
H 30.37 14.37 29.70
H 32.18 19.70 31.49
H 30.32 18.49 37.59
H 25.21 20.07 28.76
H 29.84 18.50 31.31
H 23.32 23.91 33.55
*
```

Record 2
A 3-piece molecular cluster, C24H40NO7S overall, computed with wB97M-V/def2-TZVPD.

Computed properties:
- frontier orbital gap (spin up / spin down) (eV) = 8.642 / 9.533

Structure (ORCA input):
```
! RIJCOSX wB97M-V def2-TZVPD def2/J DEFGRID3
* xyz 0 2
S 0.88 0.12 2.48
O -4.25 -1.63 -1.19
O 1.30 -3.50 3.23
O 1.67 3.58 -4.83
O 2.74 5.26 -3.92
O 0.05 -5.04 2.30
O 2.16 0.73 2.69
O 0.11 -0.11 3.69
N -3.29 -1.02 -0.62
C 3.59 5.81 -2.91
C -1.77 -2.84 -1.13
C -0.85 0.82 -0.95
C 3.66 -3.14 3.73
C 2.23 -3.03 4.21
C 5.04 5.80 -3.32
C -4.35 1.15 -0.83
C 0.07 0.37 -3.17
C -2.30 -1.92 0.00
C -1.21 2.10 -1.41
C -0.14 1.11 1.43
C -1.13 -1.16 0.66
C -0.32 1.64 -3.60
C -1.14 0.36 0.49
C -2.55 0.84 0.90
C 2.50 3.94 -4.05
C -2.92 -2.86 1.04
C -0.20 -0.01 -1.86
C 3.34 2.95 -3.26
C -4.85 -0.21 1.19
C -3.73 0.15 0.18
C 0.94 -4.78 3.07
C -0.94 2.50 -2.71
C 1.70 -5.86 3.80
H -0.18 -1.57 0.34
H -2.15 -3.57 1.34
H -1.20 -1.36 1.73
H -0.68 1.76 2.11
H 2.71 2.10 -3.03
H 0.53 1.75 0.86
H 3.25 6.83 -2.78
H 4.34 -2.72 4.46
H -0.80 -3.25 -0.85
H 3.74 3.34 -2.33
H -3.76 1.15 -1.75
H -4.41 2.14 -0.40
H 5.17 6.34 -4.26
H 5.66 6.28 -2.56
H 3.43 5.30 -1.95
H 1.04 -1.10 1.91
H -0.14 1.97 -4.61
H 1.97 -1.99 4.36
H -5.21 -1.22 1.05
H 0.55 -0.32 -3.84
H 5.41 4.79 -3.47
H 3.95 -4.18 3.55
H -1.26 3.49 -3.02
H 4.16 2.62 -3.89
H -5.34 0.79 -1.10
H 3.78 -2.61 2.79
H 2.15 -5.53 4.73
H 1.00 -6.66 4.04
H -5.69 0.46 1.04
H -4.53 -0.10 2.22
H -3.75 -3.40 0.59
H 2.47 -6.25 3.14
H -2.47 -3.65 -1.27
H -1.72 -2.30 -2.07
H -2.61 1.92 0.80
H 0.11 -1.00 -1.55
H 2.08 -3.53 5.17
H -1.69 2.81 -0.76
H -2.62 0.64 1.97
H -3.27 -2.31 1.92
*
```

Record 3
A 7-piece molecular cluster, C24H41Cl12FN2O2S overall, computed with wB97M-V/def2-TZVPD.

Computed properties:
- frontier orbital gap (eV) = 8.225
- SMILES = NCCC[C@@]1(CCCS)OC(=O)[C@H](CCCCn2cccc2)[C@@H]1F.ClCCl.ClCCl.ClCCl.ClCCl.ClCCl.ClCCl

Structure (ORCA input):
```
! RIJCOSX wB97M-V def2-TZVPD def2/J DEFGRID3
* xyz 0 1
Cl -7.28 2.65 -4.34
Cl -6.76 2.87 -1.48
Cl -5.32 2.17 2.45
Cl -5.32 -1.85 -2.85
Cl -4.18 2.97 -4.60
Cl 6.26 2.01 3.66
Cl 3.44 -5.31 1.43
Cl -2.31 5.01 -5.53
Cl -4.55 0.79 -1.86
Cl 8.00 1.22 1.45
Cl 3.39 -7.47 3.39
Cl -4.81 -0.62 1.74
S -2.45 3.35 -0.25
F 1.93 -0.57 -2.15
O 0.21 1.56 -0.09
O 2.27 2.58 0.18
N 2.85 -2.29 4.32
N -0.60 -3.07 -3.28
C 3.53 -0.37 2.76
C -7.94 3.11 -2.77
C 3.13 -2.80 6.50
C 1.94 0.09 0.29
C 3.41 -0.40 0.10
C 3.11 -1.72 5.55
C -0.04 1.53 -2.49
C 2.68 -1.68 2.99
C -1.05 -1.64 -3.09
C 1.12 -0.39 -0.99
C -4.14 0.85 2.47
C -4.00 4.63 -5.17
C -2.02 3.25 -2.03
C -1.63 -1.46 -1.63
C 4.31 -0.36 1.40
C 2.88 -4.07 5.76
C -1.48 -0.01 -1.02
C 4.37 -6.58 2.22
C 1.60 1.61 0.15
C 7.13 2.56 2.22
C -0.07 0.64 -1.19
C -0.46 3.03 -2.30
C -5.86 -0.21 -2.51
C 2.72 -3.66 4.39
H -1.66 -0.11 0.09
H -0.28 3.54 -3.29
H -4.59 4.76 -6.07
H -8.22 4.15 -2.80
H -8.82 2.50 -2.56
H -2.61 2.48 -2.60
H -1.04 -3.68 -2.60
H 3.30 -2.70 7.59
H 2.90 -2.40 2.15
H -4.35 5.31 -4.40
H 0.95 1.44 -3.03
H -0.17 -1.02 -3.33
H -3.79 3.03 -0.15
H -6.23 0.24 -3.43
H -3.26 1.15 1.91
H 5.03 0.49 1.37
H -2.28 4.24 -2.49
H -1.88 -1.51 -3.85
H 7.84 3.32 2.51
H 1.60 -1.38 2.93
H 2.81 -5.08 6.21
H 1.33 -0.27 1.15
H 2.53 -4.36 3.55
H 3.37 -1.46 -0.26
H -1.20 -2.26 -0.97
H -2.33 0.60 -1.41
H 0.17 3.59 -1.56
H 5.22 -6.13 2.74
H 4.94 -1.29 1.39
H 3.27 -0.63 5.71
H 3.92 0.20 -0.69
H -6.67 -0.25 -1.78
H 6.41 2.97 1.51
H 4.73 -7.28 1.47
H -0.79 1.09 -3.20
H 0.42 -3.05 -3.14
H -3.87 0.63 3.50
H 2.87 0.54 2.82
H 0.86 -1.45 -0.72
H -2.73 -1.68 -1.69
H 4.29 -0.22 3.57
*
```

Record 4
A 3-piece molecular cluster, C24H41Cl2NO12P2S2 overall, computed with wB97M-V/def2-TZVPD.

Computed properties:
- frontier orbital gap (eV) = 8.505
- SMILES = O=C1NC(=O)c2c(CCCCS(=O)(=O)Cl)c(S)cc(Cl)c21.CCOP(=O)(OCC)OCC.CCOP(=O)(OCC)OCC

Structure (ORCA input):
```
! RIJCOSX wB97M-V def2-TZVPD def2/J DEFGRID3
* xyz 0 1
Cl 6.03 -0.93 1.61
Cl -4.11 -1.23 -1.07
S -2.75 -0.83 0.46
S 2.43 3.12 0.80
P -0.08 -6.07 -2.48
P -0.88 6.35 1.60
O -2.64 -2.01 1.28
O -1.53 -6.71 -2.92
O 5.48 -2.94 -0.88
O -0.31 -6.39 -0.88
O 0.69 -7.44 -2.98
O 1.12 -5.18 -2.43
O 1.92 -1.39 -3.07
O -3.33 0.24 1.21
O -1.42 5.08 1.00
O -2.10 7.34 1.12
O -1.29 6.06 3.17
O 0.02 7.66 2.05
N 3.26 -2.70 -1.65
C -0.83 -5.34 -0.07
C -4.23 6.39 0.47
C -0.47 0.83 0.28
C -1.45 9.00 3.55
C 0.01 1.77 -0.85
C 2.44 0.80 -0.73
C 1.29 1.29 -1.61
C 4.09 -0.98 -0.29
C 4.46 -2.34 -0.93
C 4.67 -0.27 0.75
C -2.31 -5.09 -0.31
C 2.60 -1.49 -2.10
C -1.81 -8.11 -3.08
C 4.11 0.97 1.05
C 1.96 -7.41 -3.61
C -1.66 -8.93 -1.82
C -2.94 7.03 0.01
C 3.00 -0.46 -1.01
C 0.84 5.63 4.28
C -1.17 -0.41 -0.32
C -0.53 5.10 3.91
C 3.03 1.50 0.34
C -0.51 8.96 2.36
C 3.06 -7.70 -2.61
H 0.36 9.58 2.59
H -4.05 5.53 1.11
H 1.46 5.78 3.39
H -2.85 -8.16 -3.41
H -1.35 -0.32 -1.40
H 0.76 6.60 4.78
H -2.02 -9.95 -2.00
H -0.97 9.40 1.48
H 0.12 2.81 -0.52
H -0.99 8.54 4.42
H -2.88 -6.02 -0.23
H 1.96 -8.19 -4.38
H -1.10 4.88 4.82
H 4.05 -7.59 -3.07
H 1.36 4.93 4.94
H 0.33 0.56 0.98
H -0.80 1.79 -1.60
H -1.22 -8.52 -3.90
H 3.00 -7.03 -1.75
H 2.12 -6.47 -4.13
H -2.47 -4.70 -1.32
H 1.01 0.50 -2.32
H -4.84 6.08 -0.38
H -3.16 7.97 -0.50
H -2.38 8.47 3.36
H -0.68 -5.64 0.97
H -2.42 6.40 -0.71
H -2.70 -4.37 0.40
H 2.67 -3.09 -0.90
H -4.81 7.10 1.06
H -0.50 -1.27 -0.19
H -0.25 -4.42 -0.24
H -1.21 1.42 0.86
H -2.24 -8.50 -1.00
H -0.62 -9.00 -1.49
H 2.14 2.98 2.13
H -0.45 4.17 3.33
H 1.65 2.14 -2.21
H 2.97 -8.71 -2.22
H -1.69 10.03 3.79
H 4.55 1.53 1.88
*
```

Record 5
C24H41F3O3P2STl as an isolated structure, computed with wB97M-V/def2-TZVPD.

Computed properties:
- frontier orbital gap (spin up / spin down) (eV) = 5.247 / 5.320
- ΔE to the lowest compared entry with this formula, charge and spin (kcal per mole) = 0.00

Structure (ORCA input):
```
! RIJCOSX wB97M-V def2-TZVPD def2/J DEFGRID3
* xyz 1 1
Tl 3.76 2.32 -3.88
S 2.77 1.98 -0.55
P 0.55 2.04 -6.06
P 2.99 0.38 -5.83
F 2.03 2.02 1.99
F 3.99 1.11 1.62
F 3.77 3.27 1.57
O 2.00 0.74 -0.56
O 2.02 3.19 -0.87
O 4.07 1.88 -1.24
C 0.42 0.67 -3.15
C -2.78 0.61 -3.69
C -2.08 -2.69 0.08
C -1.20 -1.96 1.00
C 0.93 -3.41 0.70
C -2.91 -0.27 1.96
C 0.16 -2.27 1.25
C 2.21 1.75 -6.84
C -0.38 0.50 3.69
C -0.63 1.01 -7.05
C 2.10 -1.16 -6.38
C -0.43 -0.40 -3.74
C -1.01 1.84 -1.51
C 3.17 2.12 1.25
C -1.57 -0.87 1.84
C 0.23 3.70 -6.76
C 4.46 0.15 -6.90
C 1.99 -1.40 2.85
C -1.71 -0.30 -4.18
C -0.42 -0.51 2.61
C -3.07 0.44 -2.16
C -0.30 1.98 -2.83
C -2.11 1.14 -1.23
C 0.65 -1.37 2.23
H -0.89 2.39 -3.65
H 1.99 -3.17 0.64
H -2.03 -0.99 -4.97
H -0.44 2.30 -0.69
H -4.09 0.81 -1.91
H -0.69 4.08 -6.30
H -2.56 1.65 -3.90
H -0.45 -0.07 -6.92
H -1.64 -2.77 -0.92
H 0.93 0.27 -2.24
H -2.27 -3.71 0.43
H 2.20 1.54 -7.92
H 2.85 -1.95 -6.33
H 2.54 -2.27 2.46
H 2.60 -0.51 2.63
H 1.25 0.83 -3.88
H 0.12 -1.33 -3.95
H -3.37 -0.09 0.99
H 4.16 0.28 -7.95
H -0.65 1.24 -8.13
H 1.07 4.37 -6.49
H 5.25 0.86 -6.64
H 0.40 1.26 3.50
H 0.12 3.67 -7.85
H -3.69 0.32 -4.24
H -3.05 -2.19 -0.03
H -1.34 1.03 3.77
H 1.93 -1.49 3.95
H -2.87 0.70 2.48
H -3.61 -0.91 2.53
H 0.60 -3.72 -0.30
H 1.73 -1.09 -7.42
H 4.81 -0.88 -6.73
H 0.46 2.76 -2.66
H 1.27 -1.44 -5.72
H -1.63 1.22 -6.64
H -3.11 -0.65 -1.93
H -2.47 1.15 -0.19
H -0.15 0.03 4.66
H 2.81 2.67 -6.68
H 0.83 -4.29 1.36
*
```

Record 6
C24H41MnN10O3 as an isolated structure, computed with wB97M-V/def2-TZVPD.

Computed properties:
- frontier orbital gap (spin up / spin down) (eV) = 7.384 / 7.570
- ΔE to the lowest compared entry with this formula, charge and spin (kcal per mole) = 18.66

Structure (ORCA input):
```
! RIJCOSX wB97M-V def2-TZVPD def2/J DEFGRID3
* xyz 1 6
Mn -0.26 0.15 -0.29
O 2.54 2.42 1.64
O 0.96 0.90 1.24
O -1.48 1.70 -0.76
N -0.64 -1.95 -0.32
N -0.15 0.64 -4.62
N -3.96 -0.42 -1.09
N 5.61 0.30 4.63
N 5.04 2.46 3.98
N -1.87 -2.21 -0.80
N 2.13 0.10 -1.14
N -1.97 0.37 1.50
N 3.78 0.72 3.22
N -0.56 -0.04 -2.54
C -3.47 -4.05 -1.23
C -3.00 -0.19 2.40
C 3.59 -0.59 2.52
C -1.05 5.08 -2.06
C -1.41 4.00 -1.26
C -4.84 0.05 0.04
C 2.00 1.53 0.94
C -0.74 2.42 -2.92
C -3.81 -1.41 1.86
C -2.12 -3.51 -0.83
C -5.09 -1.00 1.11
C -0.52 1.02 -3.34
C 0.05 -0.73 -4.63
C -1.21 2.69 -1.60
C 4.18 0.62 0.28
C 4.24 -0.65 1.15
C 1.21 -3.26 0.64
C -0.08 -3.12 -0.05
C -0.59 4.82 -3.35
C -0.46 3.50 -3.76
C -0.99 -4.13 -0.35
C -0.17 -1.11 -3.34
C 4.82 1.12 3.93
C 2.84 1.07 -0.28
H 3.76 -1.45 0.63
H -0.87 -5.16 -0.09
H 0.25 -1.30 -5.51
H 4.69 1.46 0.78
H -4.20 -3.36 -0.88
H -3.17 -2.07 1.25
H 2.08 -3.51 -0.06
H -3.64 -5.02 -0.79
H 3.22 1.50 2.83
H 2.52 -0.84 -1.16
H -0.38 5.59 -4.07
H 5.32 -0.87 1.25
H 5.39 -0.66 4.85
H -1.78 4.13 -0.24
H -0.07 -2.12 -2.94
H -0.19 1.30 -5.40
H -2.50 -0.51 3.31
H 2.95 1.98 -0.84
H -4.06 -2.04 2.73
H -2.43 0.96 0.82
H 4.02 -1.39 3.15
H -3.41 0.38 -1.42
H -4.50 -0.75 -1.84
H 5.39 2.88 4.81
H 6.48 0.61 4.97
H 1.47 -2.39 1.26
H -5.77 0.35 -0.40
H -3.75 0.54 2.80
H -3.52 -4.14 -2.32
H -5.51 -1.88 0.63
H 4.59 3.05 3.30
H -5.87 -0.60 1.80
H -4.38 0.91 0.48
H -1.37 1.09 1.98
H 2.17 0.44 -2.07
H 4.78 0.42 -0.59
H -2.61 -1.45 -0.84
H 2.50 -0.70 2.51
H -0.12 3.29 -4.78
H 1.17 -4.07 1.34
H -1.19 6.12 -1.74
*
```